Arrangement 1

{"formula": "C2HClNO2", "method": "ωB97M-V/def2-TZVPD", "species": ["H", "N", "C", "Cl", "C", "O", "O"], "coordinates": [[-0.60, -1.58, 1.26], [-0.39, -1.25, 0.35], [-0.13, -0.10, 0.31], [-0.57, 1.07, 1.97], [0.41, 0.57, -1.02], [-0.14, 0.02, -1.95], [1.42, 1.27, -0.92]], "nbo_charge": [0.36, -0.64, 0.38, -0.41, 0.70, -0.69, -0.71], "gap_ha": 0.3215, "lumo_energy_ev": 3.8, "mol_weight_g_mol": 106.5, "total_charge": -1, "homo_energy_ev": -4.9322}

---

Arrangement 2

{"formula": "C2HClNO2", "method": "ωB97M-V/def2-TZVPD", "species": ["C", "C", "N", "O", "O", "Cl", "H"], "coordinates": [[0.66, -0.54, 0.18], [-0.72, -0.37, 0.62], [-0.02, 2.08, -1.84], [-0.53, -1.45, -0.14], [-1.59, 0.25, 1.11], [1.36, -1.49, 1.55], [0.84, 1.51, -1.47]], "nbo_charge": [-0.28, 0.71, -0.28, -0.56, -0.62, -0.22, 0.26], "gap_ha": [0.2255, 0.2258], "lumo_energy_ev": [2.5, 2.5], "mol_weight_g_mol": 106.5, "total_charge": -1, "homo_energy_ev": [-3.6025, -3.6093]}

---

arrangement 1 (615.7 kJ/mol below the next structure)

---

Arrangement 1

{"formula": "C4H11N4", "method": "ωB97M-V/def2-TZVPD", "species": ["C", "C", "C", "C", "N", "N", "N", "N", "H", "H", "H", "H", "H", "H", "H", "H", "H", "H", "H"], "coordinates": [[1.62, -0.47, 0.18], [1.87, 1.80, 0.13], [-0.13, 1.06, 0.08], [2.15, -1.86, -0.06], [2.39, 0.53, 0.18], [0.21, -0.20, 0.07], [-1.29, 1.61, 0.00], [-3.20, -0.76, 0.03], [1.96, 2.32, -0.88], [2.01, 2.35, 1.03], [3.17, -2.02, 0.28], [2.02, -1.98, -1.16], [1.24, -2.51, 0.22], [-0.40, -1.02, -0.04], [-2.16, 1.23, 0.09], [-1.42, 2.64, -0.22], [-3.95, -0.08, -0.05], [-2.78, -1.18, 0.85], [-3.32, -1.46, -0.72]], "nbo_charge": [0.48, -0.08, 0.47, -0.66, -0.42, -0.62, -0.73, -1.17, 0.25, 0.23, 0.29, 0.26, 0.22, 0.44, 0.42, 0.43, 0.40, 0.39, 0.39], "gap_ha": 0.3891, "lumo_energy_ev": -3.1, "mol_weight_g_mol": 115.2, "total_charge": 1, "homo_energy_ev": -13.7200}

---

Arrangement 2

{"formula": "C4H11N4", "method": "ωB97M-V/def2-TZVPD", "species": ["N", "C", "N", "N", "H", "H", "H", "H", "H", "C", "C", "C", "N", "H", "H", "H", "H", "H", "H"], "coordinates": [[-1.46, 2.06, 0.93], [-0.47, 1.73, 0.00], [-0.96, 1.60, -1.30], [0.74, 1.41, 0.25], [-1.08, 2.48, 1.76], [-2.20, 2.64, 0.55], [-1.76, 2.17, -1.50], [-0.22, 1.75, -1.98], [1.00, 1.71, 1.18], [1.04, -1.61, -0.66], [2.13, -2.33, -0.75], [-0.77, -1.13, 0.91], [0.11, -1.90, 0.39], [0.81, -0.72, -1.23], [2.30, -3.18, -0.10], [2.86, -2.10, -1.50], [-1.12, -1.39, 1.90], [-1.30, -0.44, 0.27], [0.35, -2.75, 0.88]], "nbo_charge": [-0.84, 0.57, -0.83, -0.79, 0.40, 0.39, 0.39, 0.41, 0.35, -0.06, -0.31, 0.13, -0.41, 0.25, 0.21, 0.25, 0.23, 0.24, 0.43], "gap_ha": 0.2992, "lumo_energy_ev": -4.9, "mol_weight_g_mol": 115.2, "total_charge": 1, "homo_energy_ev": -13.0902}

---

Arrangement 3

{"formula": "C4H11N4", "method": "ωB97M-V/def2-TZVPD", "species": ["C", "C", "C", "C", "N", "N", "N", "N", "H", "H", "H", "H", "H", "H", "H", "H", "H", "H", "H"], "coordinates": [[-3.07, 0.46, 0.71], [1.50, 1.00, 0.44], [1.07, 2.26, -0.14], [0.44, -2.48, -0.33], [-2.35, 0.26, -0.28], [-1.73, 0.26, -1.27], [0.91, -0.10, 0.04], [1.26, -1.37, 0.22], [0.24, 0.06, -0.78], [-3.29, 1.47, 1.01], [2.37, 0.85, 1.13], [1.51, 2.45, -1.21], [1.36, 2.92, 0.56], [0.01, 2.34, -0.38], [1.07, -3.04, -1.02], [0.10, -3.21, 0.43], [-0.40, -2.06, -0.77], [-3.21, -0.39, 1.26], [2.20, -1.67, 0.37]], "nbo_charge": [-0.35, 0.18, -0.69, -0.42, 0.05, -0.13, -0.24, -0.41, 0.45, 0.25, 0.23, 0.28, 0.25, 0.26, 0.22, 0.23, 0.21, 0.23, 0.41], "gap_ha": 0.3094, "lumo_energy_ev": -4.2, "mol_weight_g_mol": 115.2, "total_charge": 1, "homo_energy_ev": -12.6381}

---

arrangement 2 (69.4 kJ/mol below the next structure)

---

Arrangement 1

{"formula": "C8H28O6", "method": "ωB97M-V/def2-TZVPD", "species": ["C", "C", "C", "O", "H", "H", "H", "H", "H", "H", "H", "H", "C", "O", "H", "H", "H", "H", "C", "O", "H", "H", "H", "H", "C", "O", "H", "H", "H", "H", "C", "O", "H", "H", "H", "H", "C", "O", "H", "H", "H", "H"], "coordinates": [[2.26, 1.17, -0.62], [1.10, 1.77, 0.11], [-0.21, 1.92, -0.71], [0.69, 0.97, 1.20], [2.75, 1.80, -1.36], [1.90, 0.25, -1.07], [2.95, 0.87, 0.17], [1.48, 2.76, 0.38], [-1.07, 1.97, -0.04], [-0.41, 1.11, -1.41], [-0.23, 2.78, -1.37], [1.42, 1.07, 1.82], [2.17, -2.89, -0.16], [0.86, -3.29, -0.52], [2.33, -2.75, 0.90], [2.97, -3.46, -0.63], [2.29, -1.94, -0.68], [0.37, -2.53, -0.21], [-4.55, 1.55, -1.58], [-5.50, 1.78, -0.65], [-3.56, 1.22, -1.27], [-5.01, 0.96, -2.37], [-4.37, 2.57, -1.92], [-5.70, 0.95, -0.20], [-1.24, -1.87, 1.71], [-1.03, -1.09, 0.59], [-0.39, -1.86, 2.39], [-2.10, -1.50, 2.27], [-1.60, -2.89, 1.57], [-0.47, -0.32, 0.77], [-0.36, -1.70, -3.32], [-1.20, -1.53, -4.46], [0.27, -2.59, -3.39], [0.27, -0.87, -3.00], [-0.96, -2.08, -2.50], [-0.95, -2.15, -5.15], [2.24, 1.77, 4.34], [2.68, 1.03, 3.24], [1.18, 2.00, 4.30], [2.42, 1.21, 5.26], [2.67, 2.78, 4.38], [3.64, 1.03, 3.21]], "nbo_charge": [-0.63, 0.09, -0.64, -0.76, 0.22, 0.20, 0.20, 0.16, 0.22, 0.21, 0.21, 0.50, -0.26, -0.73, 0.16, 0.18, 0.15, 0.48, -0.24, -0.71, 0.16, 0.16, 0.17, 0.46, -0.26, -0.77, 0.16, 0.15, 0.19, 0.51, -0.27, -0.73, 0.18, 0.16, 0.18, 0.47, -0.26, -0.74, 0.19, 0.17, 0.17, 0.48], "gap_ha": 0.3743, "lumo_energy_ev": 0.3, "mol_weight_g_mol": 220.3, "total_charge": 0, "homo_energy_ev": -9.8728}

---

Arrangement 2

{"formula": "C8H28O6", "method": "ωB97M-V/def2-TZVPD", "species": ["C", "C", "C", "O", "H", "H", "H", "H", "H", "H", "H", "H", "C", "C", "C", "O", "H", "H", "H", "H", "H", "H", "H", "H", "C", "O", "H", "H", "H", "H", "C", "O", "H", "H", "H", "H", "O", "H", "H", "O", "H", "H"], "coordinates": [[-5.53, -10.82, 11.81], [-5.25, -12.25, 11.30], [-4.17, -12.28, 10.25], [-4.76, -13.07, 12.38], [-4.59, -10.32, 12.01], [-6.10, -10.86, 12.74], [-6.10, -10.26, 11.07], [-6.17, -12.70, 10.92], [-4.41, -11.60, 9.42], [-4.02, -13.28, 9.84], [-3.23, -11.92, 10.68], [-5.37, -13.01, 13.11], [-4.26, -19.06, 9.52], [-2.95, -18.70, 8.81], [-2.68, -17.20, 8.90], [-1.85, -19.43, 9.34], [-5.10, -18.79, 8.88], [-4.30, -18.58, 10.50], [-4.29, -20.14, 9.68], [-3.02, -18.98, 7.76], [-1.74, -16.95, 8.42], [-2.64, -16.90, 9.94], [-3.46, -16.64, 8.37], [-2.00, -19.57, 10.28], [-5.22, -17.92, 14.15], [-4.88, -18.78, 13.07], [-4.29, -17.68, 14.65], [-5.70, -17.00, 13.80], [-5.91, -18.41, 14.85], [-5.68, -19.05, 12.60], [-6.26, -15.88, 10.50], [-7.30, -15.64, 9.57], [-6.00, -14.96, 11.05], [-6.57, -16.61, 11.25], [-5.37, -16.22, 9.99], [-7.77, -14.85, 9.85], [-9.27, -16.00, 7.46], [-9.99, -15.93, 8.10], [-8.46, -15.94, 7.99], [-9.10, -13.65, 10.66], [-9.34, -12.96, 11.30], [-9.93, -13.96, 10.30]], "nbo_charge": [-0.63, 0.10, -0.62, -0.73, 0.21, 0.20, 0.21, 0.15, 0.21, 0.22, 0.21, 0.46, -0.65, 0.10, -0.63, -0.72, 0.22, 0.21, 0.21, 0.17, 0.22, 0.20, 0.20, 0.46, -0.24, -0.73, 0.19, 0.16, 0.16, 0.47, -0.24, -0.77, 0.18, 0.15, 0.18, 0.50, -0.95, 0.45, 0.49, -0.96, 0.48, 0.48], "gap_ha": 0.3668, "lumo_energy_ev": 0.0, "mol_weight_g_mol": 220.3, "total_charge": 0, "homo_energy_ev": -9.9729}

---

arrangement 2 (218.2 kJ/mol below the next structure)

---

Arrangement 1

{"formula": "C3H6ClP", "method": "ωB97M-V/def2-TZVPD", "species": ["H", "P", "C", "Cl", "C", "C", "H", "H", "H", "H", "H"], "coordinates": [[-2.47, 1.71, 0.43], [-1.19, 1.79, 0.07], [-1.05, 0.16, -0.07], [-2.49, -0.85, -0.07], [0.16, -0.67, -0.13], [1.49, 0.10, -0.03], [0.12, -1.43, -1.04], [0.18, -1.31, 1.03], [1.78, 0.39, -1.11], [2.15, -0.76, 0.30], [1.32, 0.86, 0.61]], "nbo_charge": [-0.04, 0.42, -0.40, -0.02, -0.45, -0.61, 0.24, 0.22, 0.21, 0.22, 0.21], "gap_ha": 0.3360, "lumo_energy_ev": -0.1, "mol_weight_g_mol": 108.5, "total_charge": 0, "homo_energy_ev": -9.1945}

---

Arrangement 2

{"formula": "C3H6ClP", "method": "ωB97M-V/def2-TZVPD", "species": ["H", "P", "C", "Cl", "H", "C", "C", "H", "H", "H", "H"], "coordinates": [[0.77, 1.51, -0.88], [-0.44, 1.97, -0.53], [-1.17, 1.34, -1.94], [-0.35, 0.72, -3.30], [-2.23, 1.52, -2.21], [0.22, -1.64, 1.80], [0.91, -0.75, 1.14], [0.51, -2.65, 2.17], [-0.84, -1.45, 2.10], [0.64, 0.28, 0.84], [1.99, -0.85, 0.83]], "nbo_charge": [-0.06, 0.42, -0.62, 0.04, 0.23, -0.39, -0.38, 0.21, 0.19, 0.18, 0.19], "gap_ha": 0.3313, "lumo_energy_ev": -0.2, "mol_weight_g_mol": 108.5, "total_charge": 0, "homo_energy_ev": -9.2552}

---

arrangement 1 (42.1 kJ/mol below the next structure)

---

Arrangement 1

{"formula": "C2H10O4", "method": "ωB97M-V/def2-TZVPD", "species": ["C", "C", "O", "H", "H", "H", "H", "O", "H", "H", "O", "H", "H", "O", "H", "H"], "coordinates": [[1.49, -1.38, 0.85], [1.20, -0.37, 1.89], [0.11, 0.13, 2.06], [0.81, -2.23, 0.86], [2.50, -1.79, 0.86], [1.32, -0.92, -0.12], [2.05, -0.05, 2.52], [-2.28, 0.25, 0.41], [-1.64, -0.45, 0.58], [-2.21, 0.76, 1.23], [-0.79, 1.82, -1.74], [-1.68, 2.18, -1.75], [-0.75, 1.44, -0.85], [0.88, -0.63, -2.49], [0.71, -1.33, -3.14], [0.01, -0.26, -2.32]], "nbo_charge": [-0.76, 0.46, -0.56, 0.24, 0.23, 0.28, 0.11, -0.95, 0.48, 0.48, -0.96, 0.47, 0.48, -0.95, 0.47, 0.49], "gap_ha": 0.4090, "lumo_energy_ev": 0.7, "mol_weight_g_mol": 98.1, "total_charge": 0, "homo_energy_ev": -10.3935}

---

Arrangement 2

{"formula": "C2H10O4", "method": "ωB97M-V/def2-TZVPD", "species": ["C", "C", "O", "H", "H", "H", "H", "O", "H", "H", "O", "H", "H", "O", "H", "H"], "coordinates": [[-0.68, -2.16, 2.69], [-1.61, -1.99, 1.78], [-1.37, -1.66, 0.47], [-0.87, -2.43, 3.72], [0.37, -2.12, 2.45], [-2.75, -1.93, 1.82], [-0.90, -2.37, -0.01], [-1.70, 5.88, 1.22], [-1.71, 6.73, 1.68], [-2.65, 5.96, 1.04], [3.96, 2.11, -3.59], [3.80, 2.72, -2.86], [4.90, 1.95, -3.51], [0.39, -3.72, -1.99], [0.39, -2.77, -2.11], [0.44, -4.21, -2.81]], "nbo_charge": [-0.49, 0.14, -0.73, 0.21, 0.21, 0.18, 0.49, -0.92, 0.46, 0.46, -0.93, 0.47, 0.47, -0.96, 0.48, 0.48], "gap_ha": 0.3731, "lumo_energy_ev": 0.8, "mol_weight_g_mol": 98.1, "total_charge": 0, "homo_energy_ev": -9.3988}

---

arrangement 1 (133.1 kJ/mol below the next structure)

---

Arrangement 1

{"formula": "H9O4S", "method": "ωB97M-V/def2-TZVPD", "species": ["S", "H", "H", "H", "O", "H", "H", "O", "H", "H", "O", "H", "H", "O"], "coordinates": [[0.24, 0.44, 0.38], [0.68, 0.98, -0.86], [0.18, -2.59, 2.01], [-0.07, -1.24, 1.47], [-0.03, -1.69, 2.37], [-0.50, -0.09, -2.05], [-1.08, 0.79, -3.19], [-1.35, 0.14, -2.52], [2.19, -2.02, 0.58], [2.56, -1.78, 1.99], [3.04, -1.88, 1.15], [-2.70, 2.99, -0.57], [-1.41, 2.53, -0.24], [-1.75, 3.44, -0.54]], "nbo_charge": [-1.01, 0.10, 0.44, 0.49, -0.98, 0.50, 0.45, -0.96, 0.48, 0.48, -0.96, 0.45, 0.50, -0.97], "gap_ha": 0.2739, "lumo_energy_ev": 3.7, "mol_weight_g_mol": 105.1, "total_charge": -1, "homo_energy_ev": -3.7459}

---

Arrangement 2

{"formula": "H9O4S", "method": "ωB97M-V/def2-TZVPD", "species": ["S", "H", "H", "H", "O", "H", "H", "O", "H", "H", "O", "H", "H", "O"], "coordinates": [[-0.09, -0.77, 0.08], [0.27, -2.08, -0.08], [-0.45, 3.30, 0.38], [-0.52, 1.84, 0.23], [0.01, 2.50, 0.69], [-2.18, -2.55, -1.21], [-2.63, -1.52, -0.16], [-2.95, -2.29, -0.63], [1.60, -0.22, 2.21], [0.69, 1.03, 1.95], [1.42, 0.66, 2.51], [2.22, -0.43, -2.12], [0.93, 0.16, -1.58], [1.67, 0.36, -2.26]], "nbo_charge": [-1.04, 0.12, 0.46, 0.49, -0.94, 0.48, 0.50, -0.98, 0.48, 0.50, -0.99, 0.45, 0.50, -1.01], "gap_ha": 0.2786, "lumo_energy_ev": 3.6, "mol_weight_g_mol": 105.1, "total_charge": -1, "homo_energy_ev": -4.0149}

---

arrangement 2 (78.8 kJ/mol below the next structure)